75
Properties=species:S:1:pos:R:3 method="wB97M-V/def2-TZVPD" fmax_ev_per_a=0.9 de_lowest_kj_mol=1.6 total_charge=-1
Sc -0.30278 -0.71700 0.78229
O -3.17896 2.05979 2.08111
C -2.48010 1.04569 2.02073
N -1.15802 0.95959 1.85907
C -0.45244 2.21443 1.74549
C 1.01459 1.93155 1.91974
C 1.90081 2.84191 2.48342
C 3.22462 2.48274 2.64215
C 3.64028 1.22324 2.23558
C 2.70331 0.37477 1.67450
N 1.42826 0.72683 1.50936
C -3.11002 -0.31188 2.22475
C -4.39292 -0.43229 2.72976
C -4.85367 -1.69934 3.04643
C -4.01564 -2.78649 2.85919
C -2.75708 -2.57514 2.32066
N -2.32303 -1.36170 1.98274
H -0.81552 2.95229 2.47056
H -0.60205 2.67420 0.75336
H 1.53817 3.81151 2.79614
H 3.92746 3.17675 3.08370
H 4.66164 0.89218 2.35375
H 2.96095 -0.62196 1.33716
H -4.97370 0.46613 2.87564
H -5.84753 -1.83759 3.45103
H -4.31925 -3.79011 3.11982
H -2.06171 -3.39045 2.15949
S 0.79950 -2.47950 2.50848
S 1.30953 -4.06232 1.26100
S -0.41593 -4.90071 0.54742
S -1.45174 -3.47487 -0.54334
O -1.49457 -0.18560 -0.83670
C -0.50202 0.56816 -0.98923
C -0.55101 1.50630 -2.12887
C -1.78907 1.90048 -2.64223
C -1.85289 2.85122 -3.64216
C -0.67186 3.40511 -4.13746
C 0.55298 2.99455 -3.64176
C 0.62657 2.03736 -2.62968
P 2.23149 1.37502 -2.04304
C 2.90155 2.75979 -1.04877
C 2.18434 3.90504 -0.71404
C 2.71982 4.85248 0.14633
C 3.98690 4.67968 0.68252
C 4.70649 3.53450 0.37110
C 4.15819 2.57946 -0.46783
C 3.10990 1.44058 -3.64493
C 4.44563 1.81396 -3.75942
C 5.10906 1.69298 -4.97164
C 4.45083 1.18061 -6.08291
C 3.12210 0.79615 -5.97432
C 2.45512 0.93292 -4.76641
H -2.68378 1.45114 -2.23348
H -2.80802 3.15856 -4.04487
H -0.70921 4.14323 -4.92708
H 1.46520 3.40003 -4.06439
H 1.19097 4.05882 -1.11606
H 2.13792 5.73095 0.39502
H 4.40518 5.42515 1.34495
H 5.68686 3.36880 0.79881
H 4.70331 1.66009 -0.64687
H 4.98175 2.21853 -2.90809
H 6.14568 1.99710 -5.04130
H 4.97284 1.08111 -7.02496
H 2.58160 0.37849 -6.81320
H 1.41484 0.62155 -4.72696
N 1.60060 -2.18954 -2.78350
C 0.71770 -2.34394 -1.80354
O 0.87461 -1.80553 -0.70165
C -0.48979 -3.22645 -2.04750
I 0.07127 -2.31531 -5.99267
H 2.31348 -1.49497 -2.61642
H 1.30920 -2.34519 -3.75168
H -1.12531 -2.72938 -2.79005
H -0.18058 -4.17742 -2.48330

***

75
Properties=species:S:1:pos:R:3 method="wB97M-V/def2-TZVPD" fmax_ev_per_a=0.8 multiplicity=2 s_squared=0.797 de_lowest_kj_mol=255.7 total_charge=-1
Re -0.36493 0.01547 0.02651
C -0.99238 -1.47795 -3.64955
C -0.10813 -0.27940 -3.84032
C 0.82321 -0.22630 -4.87054
C 1.56462 0.92257 -5.10222
C 1.34069 2.04879 -4.32629
C 0.41162 2.03026 -3.29116
C 0.09719 3.28185 -2.52178
C -0.26791 0.83722 -3.01577
N -1.06429 0.74462 -1.84167
C -2.23446 1.42448 -1.82146
O -2.82905 1.91973 -2.77819
C -2.77036 1.59500 -0.42240
C -3.99954 2.13820 -0.10544
C -4.35805 2.23776 1.23479
C -3.48731 1.78877 2.22026
C -2.26810 1.26315 1.83637
N -1.92885 1.20590 0.54415
C -1.21066 0.77257 2.78987
O -1.38816 0.87926 4.00225
N -0.10946 0.29926 2.15007
C 1.06093 0.16019 2.91350
C 1.68454 -1.19091 2.89996
C 0.71704 -2.34528 2.79693
C 2.91199 -1.37646 3.71717
C 3.40849 -0.24528 4.50064
C 2.78913 0.93839 4.43266
C 1.59248 1.16959 3.64190
C 0.93219 2.50895 3.77962
H -0.71227 -2.28208 -4.33128
H -2.03267 -1.20530 -3.84323
H -0.95628 -1.85468 -2.63005
H 0.95874 -1.09742 -5.50228
H 2.29958 0.94660 -5.89765
H 1.88840 2.96367 -4.52332
H 0.85755 4.04614 -2.67936
H 0.00268 3.08758 -1.45175
H -0.86957 3.67506 -2.84439
H -4.64478 2.45886 -0.91140
H -5.31976 2.65243 1.50892
H -3.72253 1.82867 3.27457
H 0.01966 -2.30238 3.63818
H 1.25921 -3.29079 2.81911
H 0.13263 -2.28473 1.88088
H 3.05787 -2.36578 4.13668
H 4.27571 -0.39231 5.13220
H 3.16890 1.77371 5.01157
H 1.67720 3.29522 3.91531
H 0.25827 2.50346 4.64075
H 0.33197 2.75651 2.90632
N 3.74607 0.44239 -1.11745
C 2.52223 -0.08185 -0.79886
S 3.23508 -1.38889 1.89649
N 2.20358 -1.29626 -0.96717
N 0.85874 -1.53834 -0.60376
C 0.54043 -2.78331 -0.75582
C -0.77869 -3.33095 -0.54737
C -0.99796 -4.64304 -0.99740
C -2.23209 -5.24623 -0.92054
C -3.29759 -4.52486 -0.37329
C -3.11393 -3.24289 0.09072
C -1.85762 -2.60649 0.02776
O -1.73697 -1.41399 0.55462
H 4.08720 1.13375 -0.46431
H 4.42786 -0.27427 -1.31601
H 1.31940 -3.44633 -1.11956
H -0.16051 -5.18157 -1.42853
H -2.37536 -6.25506 -1.28412
H -4.28061 -4.97705 -0.31233
H -3.93047 -2.67936 0.52418
N 2.65585 5.24014 -0.46537
C 2.26216 4.23214 -0.05928
N 1.83931 3.11953 0.50128
C 1.64681 1.97248 0.09181
N 1.53410 0.81750 -0.30541

***

80
Properties=species:S:1:pos:R:3 method="wB97M-V/def2-TZVPD" fmax_ev_per_a=1.3 multiplicity=2 s_squared=0.754 de_lowest_kj_mol=20.8 total_charge=+1
Ru 0.39805 0.88170 -0.04273
O -2.39003 -1.25689 -3.88177
C -2.07131 0.05875 -4.13515
C -2.76920 0.83207 -5.04580
C -2.39050 2.15279 -5.24580
C -1.31985 2.68635 -4.54663
C -0.63175 1.90416 -3.62811
C -1.00373 0.58661 -3.41309
C -0.27701 -0.30952 -2.43407
O 0.78671 0.36925 -1.81567
N -1.22559 -0.81526 -1.41893
N -0.88802 -0.67076 -0.12504
C -1.48944 -1.28352 0.82703
C -1.24104 -0.96204 2.21715
Br -0.33296 0.70404 2.57503
C -1.66264 -1.66129 3.27241
C -2.31861 -2.97149 3.23749
C -3.28645 -3.25137 4.20524
C -3.95263 -4.46427 4.20452
C -3.64465 -5.42559 3.25074
C -2.65758 -5.17338 2.30893
C -1.99596 -3.95536 2.30140
H -3.07399 -1.54986 -4.49307
H -3.60064 0.40719 -5.59659
H -2.93035 2.76323 -5.95721
H -1.00664 3.70410 -4.73535
H 0.23138 2.29918 -3.10696
H 0.13900 -1.17718 -2.96162
H -1.90674 -1.51410 -1.68160
H -2.25694 -2.01797 0.60159
H -1.53490 -1.22115 4.25580
H -3.52250 -2.50557 4.95467
H -4.70773 -4.66328 4.95284
H -4.16065 -6.37625 3.25276
H -2.39106 -5.93336 1.58649
H -1.18885 -3.79384 1.59644
F -4.10891 4.66042 -2.63650
C -2.81806 4.98794 -2.62509
C -2.06021 4.78117 -1.55029
N -0.71196 5.10416 -1.53727
C 0.10477 4.80620 -0.37443
C 0.26516 3.31962 -0.21132
O 1.38936 2.74773 -0.24751
O -0.77657 2.58738 -0.04803
C -0.08108 5.66898 -2.63862
O 1.09553 5.94744 -2.65485
N -0.92060 5.90697 -3.70637
C -2.27172 5.58090 -3.84460
O -2.86889 5.76273 -4.87438
H -2.45754 4.33462 -0.65102
H -0.36075 5.20906 0.52823
H 1.07990 5.26146 -0.51995
H -0.48192 6.34100 -4.50751
C 3.16024 1.33526 2.09694
C 3.06555 0.10969 1.26288
N 2.06382 -0.25739 0.47741
C 2.40879 -1.45770 -0.10884
C 3.62187 -1.83192 0.35204
N 4.02700 -0.83922 1.21834
C 5.28805 -0.83736 1.95140
N 5.07795 -0.74649 3.36227
N 5.52793 0.34389 4.04237
N 5.15511 0.26758 5.25497
C 4.41649 -0.88989 5.41976
C 3.78949 -1.41469 6.55272
C 3.10733 -2.59858 6.39610
C 3.04328 -3.25365 5.14864
C 3.65967 -2.75118 4.02435
C 4.35458 -1.55074 4.19487
H 2.34863 2.01211 1.85583
H 4.09914 1.85835 1.91275
H 3.12064 1.08737 3.15856
H 1.76479 -1.94673 -0.81633
H 4.23351 -2.69191 0.14326
H 5.90748 0.01153 1.66756
H 5.80169 -1.76155 1.68901
H 3.85013 -0.90635 7.50490
H 2.60991 -3.04693 7.24521
H 2.49684 -4.18501 5.07779
H 3.60693 -3.26423 3.07341

***

74
Properties=species:S:1:pos:R:3 method="wB97M-V/def2-TZVPD" fmax_ev_per_a=17.9 de_lowest_kj_mol=3271.1 total_charge=-1
Ru 1.38808 -0.64892 -1.48061
O -0.57791 6.31007 0.61644
C -1.13443 5.28356 -0.18970
C -2.34954 4.58541 0.43236
C -3.44955 5.63896 0.68326
O -4.57443 5.15700 1.39976
C -1.99852 3.92595 1.76694
Se -0.85619 2.32515 1.54123
C -2.85586 3.52263 -0.54101
Se -1.62097 1.91843 -0.61813
H -0.09147 5.89717 1.33670
H -0.38570 4.52423 -0.43532
H -1.44420 5.77004 -1.11837
H -3.76326 6.04947 -0.28653
H -3.03662 6.44801 1.28562
H -4.92442 4.38810 0.93795
H -2.90681 3.60442 2.27057
H -1.47198 4.61569 2.42887
H -2.93066 3.91889 -1.55662
H -3.83090 3.13928 -0.23277
Cl 2.44156 -1.80635 0.67661
C 2.61831 -2.87780 -0.20714
C 2.84811 -4.30883 -0.11352
C 1.83752 -5.08670 -0.55591
Cl 1.79089 -6.79522 -0.22048
C 0.80158 -4.52213 -1.42481
C -0.45349 -5.05064 -1.70044
C -1.31132 -4.34891 -2.51597
C -0.90250 -3.12510 -3.05315
N 0.28712 -2.58339 -2.86235
C 1.14324 -3.29019 -2.04003
C 2.44017 -2.65039 -1.73263
O 3.05610 -1.68402 -2.38648
H 3.67459 -4.63390 0.51213
H -0.74528 -5.99591 -1.26044
H -2.29955 -4.72725 -2.73814
H -1.57325 -2.55327 -3.68809
N -1.98738 1.85431 -4.78031
C -0.68625 1.72474 -4.34230
C -0.34345 0.72926 -3.42136
N 0.89937 0.59343 -2.97804
C 1.83116 1.41304 -3.51246
C 1.47485 2.36496 -4.43660
N 0.21809 2.55041 -4.85185
H -2.70030 1.52580 -4.15019
H -2.18157 2.72382 -5.24873
H -1.08374 0.05383 -3.01051
H 2.84759 1.28640 -3.16881
H 2.21169 3.03977 -4.85426
C -0.08885 -0.09380 -0.09890
C -0.26533 -0.76218 0.98154
C 0.11623 -1.73014 2.07914
C 1.33470 -1.87848 1.60362
C 2.80553 -0.58068 0.22629
C 3.63132 0.40360 0.13234
C 4.86104 -0.09004 0.89532
C 4.82567 -1.40563 1.61685
C 3.53961 -2.02830 1.59326
C -0.55749 -2.13478 3.29219
C 0.02043 -3.08622 4.13591
C -0.60758 -3.43768 5.31821
C -1.81486 -2.84818 5.67347
C -2.38919 -1.89648 4.84063
C -1.76709 -1.53955 3.65591
H 1.62689 -1.57295 -0.12205
H 3.45480 1.40918 -0.20769
H 5.73677 0.54792 0.94054
H 5.63222 -1.78093 2.22350
H 3.56268 -2.65967 2.49422
H 0.97059 -3.52376 3.85470
H -0.15571 -4.17400 5.97155
H -2.30038 -3.12119 6.60209
H -3.32397 -1.42596 5.11988
H -2.18659 -0.78343 3.00308

***

68
Properties=species:S:1:pos:R:3 method="wB97M-V/def2-TZVPD" fmax_ev_per_a=0.9 multiplicity=2 s_squared=0.751 de_lowest_kj_mol=0.0 total_charge=+1
Yb 0.44835 0.15275 -0.64951
I 3.47785 -0.36186 -1.28880
C 3.38494 -2.27867 -2.10564
C 3.80405 -2.32415 -3.40508
C 4.09792 -3.56567 -4.01361
C 4.06447 -4.69276 -3.25765
C 3.64569 -4.65884 -1.90180
C 3.71148 -5.84204 -1.12484
C 3.32657 -5.84069 0.17971
C 2.73440 -4.68202 0.71680
C 2.60865 -3.52043 -0.00272
P 1.36414 -2.32654 0.62499
C -0.06902 -3.39891 0.96293
C -0.29036 -4.06363 2.16704
C -1.39849 -4.88351 2.32601
C -2.29337 -5.05734 1.27932
C -2.07604 -4.41004 0.07004
C -0.97547 -3.58109 -0.07899
C 1.99104 -1.78790 2.24575
C 1.12073 -1.45542 3.28298
C 1.60709 -0.92721 4.47036
C 2.97040 -0.72246 4.63276
C 3.84542 -1.05862 3.60879
C 3.36024 -1.59203 2.42425
C 3.18596 -3.45197 -1.31234
H 3.96243 -1.41038 -3.95997
H 4.40875 -3.59569 -5.04823
H 4.36126 -5.64517 -3.67781
H 4.09465 -6.74203 -1.58852
H 3.40707 -6.73479 0.78195
H 2.30699 -4.73900 1.71000
H 0.39805 -3.94465 2.99533
H -1.55769 -5.39099 3.26800
H -3.15661 -5.69709 1.40452
H -2.76512 -4.54537 -0.75265
H -0.82576 -3.07827 -1.02976
H 0.05467 -1.61646 3.18003
H 0.91765 -0.68890 5.26994
H 3.35155 -0.31722 5.56049
H 4.91011 -0.91481 3.73358
H 4.05653 -1.86646 1.64125
Cl -3.40414 0.53564 5.73756
C -2.74064 0.27906 4.16049
C -3.27146 -0.72700 3.33741
C -2.77170 -0.96240 2.07663
C -1.70501 -0.19670 1.59113
O -1.22625 -0.40598 0.38474
C -1.15083 0.79796 2.43240
C 0.04353 1.50603 2.11771
O 0.79618 1.29041 1.14198
C -1.69719 1.03928 3.71300
H -4.09428 -1.32282 3.71088
H -3.18111 -1.73920 1.44550
H 0.34498 2.30365 2.80502
H -1.27047 1.80609 4.34717
C -2.10327 2.07725 -2.04794
C -0.77811 2.82375 -1.89522
C -0.78929 4.07338 -2.77295
C 0.40951 1.89507 -2.21326
H -2.96589 2.70988 -1.83135
H -2.18625 1.20546 -1.38705
H -2.20901 1.71462 -3.07466
H -0.69980 3.16255 -0.85031
H -0.83069 3.78299 -3.82606
H 0.11547 4.66554 -2.63080
H -1.65125 4.71234 -2.56868
H 1.35121 2.45249 -2.07411
H 0.39323 1.65390 -3.28523

***

73
Properties=species:S:1:pos:R:3 method="wB97M-V/def2-TZVPD" fmax_ev_per_a=6.8 total_charge=0
H -7.83802 6.26212 6.49426
N -7.45476 5.97146 5.59052
C -6.98911 4.77577 5.66106
C -7.11426 3.99350 7.00960
C -6.37139 4.18345 4.35262
Si -4.78239 3.17267 4.61206
C -4.48274 2.19722 2.97674
C -5.58046 1.05182 2.95612
N -4.99143 -0.19577 3.51237
S -3.04320 4.39806 5.14417
O -2.77309 4.29473 6.60971
O -3.33337 5.82809 4.84651
F -1.66937 3.92312 4.36155
H -6.18756 3.46571 7.33419
H -7.96449 3.26120 6.91495
H -7.42738 4.70702 7.81424
H -6.12188 4.98977 3.60760
H -7.09596 3.50930 3.81371
H -4.91368 2.12842 5.65352
H -4.76957 2.91989 2.16216
H -3.44190 1.81323 2.88183
H -6.45003 1.34103 3.62350
H -5.99911 0.85462 1.94275
H -5.59839 -0.96838 3.24007
H -5.00789 -0.08936 4.52890
O -2.41693 -2.44615 1.91290
C -1.34725 -2.08037 1.46416
C -0.67519 -0.87280 2.00249
C -1.26706 -0.16430 3.04656
C -0.62490 0.94498 3.58258
C 0.60875 1.34973 3.07996
C 1.19287 0.65701 2.02899
C 0.55031 -0.45227 1.48318
C 1.17544 -1.17312 0.34950
O 2.21846 -0.77299 -0.13864
C 0.51472 -2.39152 -0.17574
C 1.10934 -3.10053 -1.21812
C 0.51548 -4.26062 -1.69485
C -0.67339 -4.71796 -1.13302
C -1.27627 -4.00717 -0.10402
C -0.68714 -2.83908 0.37440
H -2.22571 -0.47958 3.44389
H -1.08307 1.49268 4.39699
H 1.11345 2.20789 3.50764
H 2.15028 0.97844 1.63758
H 2.03669 -2.75147 -1.65530
H 0.98140 -4.81239 -2.50271
H -1.13105 -5.62904 -1.49992
H -2.20281 -4.36555 0.32747
O 7.76072 -2.53749 -4.31514
C 6.86335 -2.09752 -5.00938
C 7.00577 -2.05018 -6.48506
C 8.16977 -2.53387 -7.07855
C 8.29635 -2.52978 -8.46058
C 7.26153 -2.04437 -9.25570
C 6.10738 -1.54582 -8.66778
C 5.97852 -1.54162 -7.28085
C 4.74863 -0.99021 -6.66254
O 3.87655 -0.49760 -7.35424
C 4.59773 -1.05591 -5.18959
C 3.43197 -0.57434 -4.59684
C 3.26627 -0.66098 -3.22122
C 4.26245 -1.22888 -2.43182
C 5.43177 -1.69703 -3.01712
C 5.60547 -1.60745 -4.39704
H 8.97481 -2.91725 -6.46381
H 9.20064 -2.91040 -8.92058
H 7.35671 -2.05321 -10.33506
H 5.30680 -1.16431 -9.28956
H 2.65216 -0.13601 -5.20755
H 2.35788 -0.28971 -2.76147
H 4.12624 -1.30344 -1.36068
H 6.20550 -2.13510 -2.39851

***

For reference, E_tot by record: -128218.797 -67196.629 -135723.979 -205082.325 -100223.912 -71386.851 eV.